[1]
Density functional theory data (ωB97M-V/def2-TZVPD) for a 2-piece molecular cluster, CH2ClFS overall in a non-equilibrium geometry.

Properties
ΔE to the lowest compared entry with this formula, charge and spin, eV: 2.904
Energy, a.u.: -997.41733
Spin multiplicity: 1

```
6
Properties=species:S:1:pos:R:3:lowdin_charge:R:1
C 0.75546 0.05768 -0.22976 -0.58
F -2.38058 -0.90174 0.33251 -0.62
S -1.84977 0.65118 0.28468 0.62
Cl 1.83288 1.26870 0.34265 0.55
H 0.89357 -0.29426 -1.24578 0.01
H 0.74843 -0.78155 0.51570 0.02
```

[2]
Density functional theory data (ωB97M-V/def2-TZVPD) for a 2-piece molecular cluster, CH2ClIO overall in a non-equilibrium geometry.

Properties
ΔE to the lowest compared entry with this formula, charge and spin, eV: 2.913
Energy, a.u.: -872.30578
Spin multiplicity: 1

```
6
Properties=species:S:1:pos:R:3:lowdin_charge:R:1
C -0.51178 0.27513 -0.04656 -1.14
O 1.32588 -0.68529 0.54227 -0.31
Cl -1.20176 1.11881 1.22895 0.62
I -1.50546 -1.38020 -0.85778 0.84
H 0.05437 0.94266 -0.67190 0.00
H 1.83874 -0.27111 -0.19499 -0.01
```

[3]
Density functional theory data (ωB97M-V/def2-TZVPD) for one molecule with the formula CH2ClNO in a non-equilibrium geometry.

Properties
ΔE to the lowest compared entry with this formula, charge and spin, eV: 3.838
SMILES: C=[N+]([O-])Cl
Energy, a.u.: -629.35969
Spin multiplicity: 1

```
6
Properties=species:S:1:pos:R:3:lowdin_charge:R:1
C -0.02571 -0.53513 0.40327 -0.06
N 0.20840 0.50901 -0.26485 -0.66
O 1.25725 0.98856 -0.55072 -0.02
Cl -1.34482 1.12675 -1.10574 0.53
H 0.89438 -1.16030 0.70426 0.12
H -0.98951 -0.92889 0.81378 0.09
```

[4]
Density functional theory data (ωB97M-V/def2-TZVPD) for CH2ClNOS2 as an isolated structure in a non-equilibrium geometry.

Properties
ΔE to the lowest compared entry with this formula, charge and spin, eV: 1.656
Energy, a.u.: -1425.76765
Spin multiplicity: 1

```
8
Properties=species:S:1:pos:R:3:lowdin_charge:R:1
C 0.23178 -0.96437 -1.25014 -0.44
N -0.26306 -0.63858 0.03865 -0.70
O 0.96131 -1.85536 -1.53802 0.06
S 0.06575 2.22569 0.68314 0.28
S -1.21738 0.51090 0.55986 0.52
Cl 0.90399 -1.70400 1.54816 0.25
H 0.02696 -0.14054 -1.94548 0.13
H -0.70935 2.56627 1.90382 -0.11
```

[5]
Density functional theory data (ωB97M-V/def2-TZVPD) for a 2-piece molecular cluster, CH2ClO2S overall in a non-equilibrium geometry.

Properties
ΔE to the lowest compared entry with this formula, charge and spin, eV: 1.773
Total charge: -1
Energy, a.u.: -1048.12061
Spin multiplicity: 1

```
7
Properties=species:S:1:pos:R:3:lowdin_charge:R:1
C -0.07518 0.94305 0.07038 -0.08
O -1.73230 -0.72745 -1.31239 -0.39
O -1.57283 -0.80189 1.13135 -0.42
S -0.88259 -0.58130 -0.15898 0.75
Cl 3.25305 -1.19259 -0.14929 -0.89
H 0.41196 0.95144 0.99748 0.01
H 0.59789 1.40875 -0.57856 0.01
```

[6]
Density functional theory data (ωB97M-V/def2-TZVPD) for a 2-piece molecular cluster, CH2ClO2S2 overall in a non-equilibrium geometry.

Properties
ΔE to the lowest compared entry with this formula, charge and spin, eV: 1.961
Total charge: -1
Energy, a.u.: -1446.32452
Spin multiplicity: 1

```
8
Properties=species:S:1:pos:R:3:lowdin_charge:R:1
C -0.61123 0.53665 -0.29946 -0.63
O -2.41748 1.66304 2.49714 -0.50
O -2.77431 -0.64711 1.73694 -0.48
S -0.36426 0.01242 3.48583 0.10
S -1.84734 0.33612 2.26958 0.14
Cl -1.39099 -0.49884 -1.44503 0.42
H -0.60751 1.61025 -0.65337 0.00
H 0.36789 0.21373 -0.08901 -0.05
```

[7]
Density functional theory data (ωB97M-V/def2-TZVPD) for CH2CuF as an isolated structure in a non-equilibrium geometry.

Properties
ΔE to the lowest compared entry with this formula, charge and spin, eV: 0.000
Total charge: +1
Energy, a.u.: -1779.21327
Spin multiplicity: 2

```
5
Properties=species:S:1:pos:R:3:mulliken_spin:R:1
H 0.30921 -0.87523 1.04520 0.03
C 0.28887 -0.14564 -0.02280 0.63
Cu -2.14100 1.00751 -0.04340 0.21
F 1.23695 0.76782 -0.04211 0.10
H 0.30596 -0.75445 -0.93689 0.03
```

[8]
Density functional theory data (ωB97M-V/def2-TZVPD) for a 2-piece molecular cluster, CH2F2N2 overall in a non-equilibrium geometry.

Properties
ΔE to the lowest compared entry with this formula, charge and spin, eV: 3.572
Energy, a.u.: -348.38522
Spin multiplicity: 1

```
7
Properties=species:S:1:pos:R:3:lowdin_charge:R:1
C -0.73283 0.83839 -0.41048 -0.21
N 0.95563 -1.23699 0.67458 0.02
N 0.14923 -1.39967 -0.14161 0.06
F 0.38090 1.36919 -1.04136 0.00
F -0.75492 1.36652 0.81586 0.02
H -1.71105 0.83063 -0.74273 0.09
H 1.71306 -1.76808 0.84573 0.02
```